[1]
This record from the OMol25 dataset describes a structure of composition FeH12O6. The level of theory is the ωB97M-V functional and the def2-TZVPD basis.

- strongest force on any atom (hartree/bohr) = 0.012
- highest occupied orbital energy (alpha / beta) (eV) = -19.2 / -17.4
- 2S+1 = 5
- <S²> = 6.006
- total charge = +2
- lowest unoccupied orbital energy (alpha / beta) (eV) = -7.0 / -7.1
- HOMO-LUMO gap (alpha / beta) (eV) = 12.196 / 10.295

The geometry in XYZ format:
```
19
Properties=species:S:1:pos:R:3:lowdin_spin:R:1
Fe 0.06 -0.05 0.02 3.79
O -1.73 1.25 -0.04 0.03
H -1.93 1.82 0.72 0.00
H -2.38 1.49 -0.72 0.00
O 1.79 -1.22 -0.06 0.04
H 1.88 -2.04 -0.57 0.00
H 2.55 -1.19 0.54 0.00
O 0.00 -0.25 2.14 0.03
H 0.39 0.28 2.85 0.00
H -0.44 -1.00 2.57 0.00
O 1.33 1.62 0.29 0.03
H 1.15 2.44 0.78 0.00
H 2.10 1.81 -0.27 0.00
O -0.05 0.16 -2.12 0.03
H 0.04 1.09 -2.39 0.00
H -0.09 -0.33 -2.96 0.00
O -1.27 -1.75 -0.11 0.03
H -1.23 -2.37 -0.86 0.00
H -2.19 -1.76 0.19 0.00
```

=====

[2]
This record from the OMol25 dataset describes a structure of composition H10LiO5. The level of theory is the ωB97M-V functional and the def2-TZVPD basis.

- strongest force on any atom (hartree/bohr) = 0.089
- highest occupied orbital energy (eV) = -15.5
- total charge = +1
- lowest unoccupied orbital energy (eV) = -3.5
- HOMO-LUMO gap (eV) = 11.965

The geometry in XYZ format:
```
16
Properties=species:S:1:pos:R:3:lowdin_charge:R:1
Li 23.30 48.39 28.45 0.72
O 22.63 48.47 30.42 -0.16
H 22.25 47.72 30.95 0.09
H 23.26 48.88 31.13 0.12
O 22.95 50.70 28.31 -0.06
H 22.60 51.23 28.99 0.02
H 23.84 51.08 28.04 0.09
O 24.63 48.59 26.72 -0.04
H 24.80 47.70 26.42 0.05
H 25.17 49.02 26.12 0.03
O 24.81 47.05 29.11 -0.07
H 25.78 47.14 29.06 0.09
H 24.58 46.14 29.05 0.04
O 21.54 47.79 27.70 -0.09
H 21.63 47.70 26.80 0.01
H 21.46 46.75 27.79 0.14
```

=====

[3]
This record from the OMol25 dataset describes a structure of composition H10LiO5. The level of theory is the ωB97M-V functional and the def2-TZVPD basis.

- strongest force on any atom (hartree/bohr) = 0.090
- highest occupied orbital energy (eV) = -15.7
- total charge = +1
- lowest unoccupied orbital energy (eV) = -3.3
- HOMO-LUMO gap (eV) = 12.367

The geometry in XYZ format:
```
16
Properties=species:S:1:pos:R:3:lowdin_charge:R:1
Li 0.09 -0.04 0.04 0.72
O -1.75 0.84 0.42 -0.13
H -2.23 1.69 0.18 0.10
H -2.44 0.49 1.02 0.08
O 0.72 -1.61 -1.21 -0.05
H 0.96 -1.12 -1.95 0.01
H 0.37 -2.45 -1.55 0.09
O -0.23 -1.46 1.53 -0.14
H 0.19 -1.48 2.42 0.08
H -1.02 -2.07 1.28 0.13
O 1.69 0.85 0.97 -0.11
H 2.38 1.51 0.63 0.12
H 1.97 0.73 1.89 0.06
O 0.07 1.17 -1.67 -0.11
H -0.76 0.85 -2.24 0.15
H -0.01 2.09 -1.76 0.03
```